No. 1
{"formula": "C4H11N2O6PS", "method": "ωB97M-V/def2-TZVPD", "species": ["N", "O", "S", "O", "O", "P", "N", "O", "H", "H", "H", "H", "H", "O", "C", "O", "C", "C", "C", "H", "H", "H", "H", "H", "H"], "positions_angstrom": [[4.233, -0.621, 2.213], [3.021, 0.152, 2.375], [2.278, 0.384, 0.950], [1.550, 1.600, 1.147], [1.131, -0.805, 0.916], [0.656, -1.608, 2.333], [-0.882, -1.001, 2.587], [0.314, -3.051, 1.640], [4.336, -1.025, 3.140], [4.018, -1.395, 1.584], [-1.272, -0.361, 1.876], [-0.865, -0.536, 3.488], [0.893, -3.702, 2.049], [-2.072, 0.508, 0.343], [-1.768, 0.674, -0.809], [-0.799, -0.022, -1.422], [-0.596, 0.467, -2.759], [-1.901, 1.160, -3.129], [-2.371, 1.679, -1.771], [0.253, 1.154, -2.744], [-0.357, -0.376, -3.403], [-1.775, 1.932, -3.886], [-2.613, 0.427, -3.510], [-1.959, 2.662, -1.538], [-3.452, 1.703, -1.670]], "mulliken_charge": [-0.453, -0.188, 0.596, -0.480, -0.104, 0.209, -0.505, -0.493, 0.275, 0.252, 0.366, 0.315, 0.324, -0.686, 0.539, -0.311, -0.432, -0.499, -0.471, 0.266, 0.309, 0.324, 0.262, 0.264, 0.321], "e_tot_ev": -39715.03936, "homo_energy_ev": -8.934, "total_charge": 0}

No. 2
{"formula": "C5H5N", "method": "ωB97M-V/def2-TZVPD", "species": ["C", "C", "C", "C", "C", "N", "H", "H", "H", "H", "H"], "positions_angstrom": [[2.357, -1.086, 0.173], [1.368, -0.378, -0.078], [-1.008, -0.363, 0.265], [0.837, 1.070, -0.052], [0.023, 0.064, -0.677], [-2.034, -0.902, -0.195], [-0.907, -0.304, 1.417], [0.611, 1.340, 1.003], [1.540, 1.791, -0.671], [-0.068, -0.133, -1.686], [-2.720, -1.101, 0.501]], "mulliken_charge": [-0.203, 0.037, -0.108, -0.449, -0.091, -0.565, 0.262, 0.230, 0.238, 0.381, 0.269], "e_tot_ev": -6750.10292, "relative_energy_ev": 5.805, "homo_energy_ev": -10.203, "total_charge": 0}